Computed, not measured: C40H46BrCl3N2O5ReSSi as an isolated structure at a distorted geometry, with ωB97M-V/def2-TZVPD.

CARTESIAN COORDINATES (ANGSTROEM)
Re1 -0.22860 -0.14120 0.65980
C1 1.75650 4.15800 1.26940
C2 1.84700 2.92010 0.37920
C3 2.76940 1.87830 1.03740
C4 2.37280 3.31370 -1.00580
O1 0.57560 2.28560 0.26920
Si1 -0.83910 2.76110 -0.46680
S1 -1.41040 0.81540 -1.13210
O2 -0.49240 3.75330 -1.68330
C5 -1.33670 4.36550 -2.64670
C6 -1.64290 3.36290 -3.75840
C7 -0.55760 5.55840 -3.20620
C8 -2.63490 4.83680 -2.00380
O3 -1.79800 3.57340 0.53100
C9 -2.21990 3.61030 1.89080
C10 -1.73350 4.95330 2.44630
C11 -1.62300 2.46750 2.70340
C12 -3.74560 3.51380 1.88010
H1 2.72790 4.64020 1.32700
H2 1.44600 3.88130 2.27570
H3 1.03970 4.85930 0.85040
H4 3.79890 2.25640 1.02350
H5 2.32760 0.80850 -0.62560
H6 2.46680 1.74110 2.08010
H7 3.41020 3.63230 -0.94490
H8 1.77020 4.12260 -1.40450
H9 2.30940 2.48400 -1.70740
H10 -0.72160 3.01560 -4.21950
H11 -2.25980 3.83890 -4.51510
H12 -2.17530 2.50580 -3.35320
H13 0.38280 5.21990 -3.63460
H14 -0.35030 6.27360 -2.41330
H15 -1.13790 6.04960 -3.98270
H16 -3.19020 3.98040 -1.63320
H17 -3.23760 5.37560 -2.72980
H18 -2.41430 5.48570 -1.16200
H19 -0.64870 4.94340 2.50790
H20 -2.13640 5.13020 3.43950
H21 -2.03330 5.76440 1.78710
H22 -0.53740 2.48110 2.62330
H23 -2.01010 1.51460 2.34820
H24 -1.89630 2.57040 3.75090
H25 -4.17290 4.32220 1.29070
H26 -4.13300 3.56700 2.89360
H27 -4.04430 2.56350 1.44210
Br1 -4.55210 -5.08000 -2.07550
C13 -4.74120 -4.02140 -0.50560
C14 -5.85810 -4.17790 0.29820
C15 -5.98370 -3.38730 1.42900
C16 -5.00950 -2.45740 1.75430
C17 -3.88710 -2.33000 0.94700
C18 -3.74730 -3.11870 -0.18930
C19 -2.79830 -1.34000 1.22600
O4 -2.99630 -0.25770 1.76910
O5 -1.65400 -1.72530 0.81010
H28 -6.61520 -4.90330 0.04080
H29 -6.85040 -3.51130 2.05970
H30 -5.10700 -1.83490 2.63010
H31 -2.86740 -3.00400 -0.80280
Cl1 1.10450 -1.45930 5.85370
C20 0.38170 -0.03580 5.02310
Cl2 -1.25150 0.24670 5.70360
Cl3 1.41800 1.39760 5.40440
C21 0.31090 -0.22360 3.62580
N1 0.28470 -0.32440 2.45740
C22 2.52370 -3.83230 -1.05450
C23 1.74830 -3.05350 -1.89520
C24 0.96130 -2.03870 -1.37650
C25 0.93820 -1.77630 -0.00840
C26 1.67480 -2.61140 0.82960
C27 2.47250 -3.61530 0.31140
H32 3.14250 -4.61860 -1.46240
H33 1.76020 -3.22890 -2.96070
H34 0.34750 -1.44940 -2.04950
H35 1.62650 -2.48280 1.90060
H36 3.05590 -4.23290 0.97720
N2 2.66500 0.60790 0.31350
C28 3.85040 -0.14600 0.18040
C29 4.44570 -0.15250 -1.14620
C30 3.63280 -0.24240 -2.28600
C31 4.17090 -0.21860 -3.55400
C32 5.53590 -0.05340 -3.73110
C33 6.35310 0.07040 -2.61760
C34 5.82380 0.01840 -1.34400
C35 4.37470 -0.86590 1.27940
C36 5.47040 -1.75070 1.14110
C37 5.93770 -2.47200 2.21410
C38 5.34730 -2.36330 3.46740
C39 4.23980 -1.53940 3.61410
C40 3.76280 -0.80810 2.55330
H37 2.57490 -0.41490 -2.16390
H38 3.52400 -0.34320 -4.41090
H39 5.95250 -0.02180 -4.72610
H40 7.41670 0.21130 -2.74220
H41 6.47520 0.15070 -0.49150
H42 5.93550 -1.88670 0.17660
H43 6.77480 -3.14150 2.08070
H44 5.73130 -2.92090 4.30910
H45 3.74990 -1.46890 4.57320
H46 2.88760 -0.19860 2.68780

## Properties
Total energy   -6758.159990 Eh
<S²>   0.77
HOMO level (spin up / spin down)   -6.21 / -6.12 eV
LUMO (spin up / spin down)   -2.12 / -2.02 eV
2S+1   2
Gap between HOMO and LUMO (spin up / spin down)   4.09 / 4.10 eV
Maximum force   2.418 eV/Å